{"formula": "C63H133ClN7O7Tl", "method": "the ωB97M-V functional and the def2-TZVPD basis", "multiplicity": 1, "homo_energy_ev": -11.6, "total_charge": 2, "e_lumo_ev": -9.916, "species": ["Tl", "Cl", "O", "O", "O", "O", "O", "O", "O", "N", "N", "N", "N", "N", "N", "N", "C", "C", "C", "C", "C", "C", "C", "C", "C", "C", "C", "C", "C", "C", "C", "C", "C", "C", "C", "C", "C", "C", "C", "C", "C", "C", "C", "C", "C", "C", "C", "C", "C", "C", "C", "C", "C", "C", "C", "C", "C", "C", "C", "C", "C", "C", "C", "C", "C", "C", "C", "C", "C", "C", "C", "C", "C", "C", "C", "C", "C", "C", "C", "H", "H", "H", "H", "H", "H", "H", "H", "H", "H", "H", "H", "H", "H", "H", "H", "H", "H", "H", "H", "H", "H", "H", "H", "H", "H", "H", "H", "H", "H", "H", "H", "H", "H", "H", "H", "H", "H", "H", "H", "H", "H", "H", "H", "H", "H", "H", "H", "H", "H", "H", "H", "H", "H", "H", "H", "H", "H", "H", "H", "H", "H", "H", "H", "H", "H", "H", "H", "H", "H", "H", "H", "H", "H", "H", "H", "H", "H", "H", "H", "H", "H", "H", "H", "H", "H", "H", "H", "H", "H", "H", "H", "H", "H", "H", "H", "H", "H", "H", "H", "H", "H", "H", "H", "H", "H", "H", "H", "H", "H", "H", "H", "H", "H", "H", "H", "H", "H", "H", "H", "H", "H", "H", "H", "H", "H", "H", "H", "H", "H", "H", "H", "H"], "coordinates": [[-2.3909, -2.1813, 2.4500], [-0.9741, -0.1247, 0.2130], [0.7632, 2.5994, -0.3149], [-0.4469, -1.7128, -3.3933], [-0.8721, 4.2846, 2.5452], [-0.6772, -1.7147, 4.8875], [-2.5268, -4.8238, 0.8139], [-5.1771, -1.2522, 2.0566], [7.1971, -2.3116, 0.3420], [-0.4507, -0.9940, -4.5687], [-1.2694, -5.2822, 0.9830], [-1.1759, 5.5331, 3.0264], [0.9979, 3.0474, -1.5680], [-4.9355, -0.3918, 1.0236], [0.1097, -1.0476, 4.0119], [6.3996, -2.4698, -0.7911], [1.7327, -1.6245, -5.5106], [5.8951, -3.8271, -0.9948], [-4.7478, 0.1725, -1.4968], [5.7775, -1.2111, -1.2454], [-5.3278, 1.5871, -1.1401], [-0.5993, 7.6180, 4.2251], [2.3165, -2.0055, 4.8554], [-2.0986, 7.8074, 4.7003], [-3.0425, -1.1921, -4.7371], [1.1309, 1.0497, 3.2607], [-0.1625, 6.1374, 3.9356], [6.9109, -0.1443, -1.2970], [-6.7034, -1.2022, -0.7172], [2.0919, -1.0479, 2.4981], [0.8260, -0.4945, -5.1302], [1.1623, 0.6375, 5.7292], [-0.3543, -3.6504, -0.6285], [-1.9217, -7.7348, 1.2323], [-1.3362, -2.9488, -5.7720], [-0.3637, -0.1577, -7.4627], [-1.5994, -1.4266, -5.4363], [0.0915, 4.0966, -3.5624], [2.3147, 3.6724, -1.6744], [-1.5449, -6.2704, 3.2917], [-1.1518, -6.5176, 1.8015], [0.3149, 0.3746, 4.4688], [4.6778, -4.1960, -0.0679], [-1.0278, -5.9384, -1.3771], [-0.5642, 4.9742, -1.2859], [1.2357, -6.9088, 0.5452], [5.2004, -1.3395, -2.7277], [1.4684, 4.8474, -3.8430], [5.5990, -3.8184, -2.4661], [-2.6172, 5.7673, 3.1540], [-1.6924, -0.5743, -6.7595], [4.6306, -0.6628, -0.3284], [1.2971, -1.8029, 3.6506], [1.5143, 0.3367, -4.0610], [-6.7913, 1.1754, 1.6936], [-0.1540, 3.7211, -2.1473], [2.5812, 4.8004, -0.5908], [2.3797, 0.4389, 2.6938], [1.0319, -5.5210, -0.0229], [-4.8591, 2.0066, 0.2381], [-4.4321, 1.4389, 2.5708], [-1.4835, 2.8001, -2.1432], [-0.9867, 1.1156, 4.4893], [-2.9828, 7.2387, 3.5476], [-5.2352, -0.8734, -0.4077], [1.1927, 6.2404, 3.1483], [7.0604, -4.8617, -0.8088], [-3.1843, 5.5405, 1.7106], [3.4657, 2.6414, -1.4004], [-0.0841, 5.2990, 5.2397], [2.6414, 4.1016, -3.1533], [-5.2888, 1.0273, 1.4035], [-3.2724, 4.7779, 4.2126], [0.5552, 0.4374, -6.4290], [-4.3957, -2.1267, -0.6922], [4.6240, -2.7404, -3.0642], [-0.4564, -5.1474, -0.2557], [0.3321, -7.0698, 1.8373], [0.9200, -3.2520, 3.1643], [7.7323, -0.5631, -1.8783], [0.9919, -7.6983, -0.1657], [8.0949, -2.1627, 0.0364], [6.5548, -3.5859, -2.9357], [-1.5941, 1.1108, 3.5842], [-4.6766, -2.5690, -1.6480], [-7.3173, -0.3016, -0.7197], [1.6897, 5.0660, -4.8876], [-3.0964, -0.1366, -4.4701], [-3.0270, -5.4637, 0.3020], [1.8438, 6.7958, 3.8234], [-5.2315, 2.9918, 0.5188], [-1.9180, -8.5189, 1.9895], [-2.1084, -5.8051, -1.4293], [-0.7590, 4.3549, 1.5945], [-6.1362, -1.2706, 2.0193], [7.8683, -4.5658, -1.4781], [0.1709, 8.0052, 4.8921], [-1.4848, 2.2901, -1.1799], [6.6323, -5.7848, -1.1994], [3.7109, 2.6099, -0.3388], [0.2621, -3.3334, 2.2990], [-0.8265, -5.7617, 3.9346], [-2.0103, -1.2625, -7.5426], [0.2618, -3.6170, -1.5270], [3.2164, -1.3906, 4.8452], [-0.3442, -3.1544, -6.1741], [1.4420, 5.2660, 2.7281], [0.3575, -8.1428, 2.0273], [-1.7040, -7.1712, 3.8843], [3.9142, -3.4669, -0.3385], [-0.6590, -5.6705, -2.3672], [-3.3472, -1.8571, -0.8186], [1.5037, 5.7997, -3.3139], [-2.5859, -5.9483, 3.2669], [0.2320, 1.4199, -6.0850], [0.8973, 0.0035, 6.5753], [1.4154, 0.6387, -7.0674], [0.3831, 1.2502, 2.4934], [-1.5382, 5.3239, -1.6281], [3.0730, -1.5216, 2.4630], [-3.3985, 1.5681, 2.2500], [-6.4144, 1.5181, -1.1915], [-4.3134, 0.6830, 3.3472], [2.2335, 0.5144, 5.5700], [-1.4583, -8.2394, 0.3845], [1.4014, 2.0509, 3.5960], [-7.0473, 2.0218, 2.3309], [-2.3600, 0.2847, -6.6921], [2.8048, 3.2576, -3.8235], [-6.8059, -1.7184, -1.6718], [2.2978, -7.0497, 0.7458], [3.5206, 4.8074, -0.0380], [3.1785, 0.4497, 3.4353], [-3.8257, -1.5061, -5.4270], [-0.9259, -7.0070, -1.1880], [-4.0259, 7.2817, 3.8610], [-3.0597, 3.7090, 4.2294], [-2.9549, -7.4983, 0.9779], [4.6649, -2.8458, -4.1483], [-2.6391, 6.1096, 0.9575], [3.5586, 4.6883, -3.1025], [-0.5926, -1.0213, -2.7435], [1.9000, -2.2829, -4.6582], [0.2389, 4.2580, 5.2325], [-3.0813, 4.5306, 1.3138], [1.7665, -3.8918, 2.9153], [0.1172, -3.2072, 0.2486], [-3.6640, 0.2009, -1.6100], [-0.5646, 8.3089, 3.3828], [-1.3905, 2.1452, -3.0095], [2.7895, -2.9752, 4.7006], [-4.3336, 4.9437, 4.3978], [0.5734, 5.7400, 5.9888], [-2.0695, -3.2713, -6.5113], [1.7096, -0.3364, -3.2262], [0.3205, -3.7751, 3.9094], [-0.3946, 0.6232, -8.2225], [-0.7148, 4.6424, -4.0524], [7.4505, -4.9161, 0.2076], [7.2858, 0.1790, -0.3259], [1.3636, -2.1125, -6.4126], [-5.1441, 2.2777, -1.9632], [-3.7773, 2.0926, 0.1362], [0.9760, 1.2250, -3.7306], [-1.0079, 5.2941, 5.8182], [4.4286, -0.6015, -2.9462], [0.2352, -0.9485, -7.9144], [-4.4388, -2.7669, 0.1890], [-0.7746, 2.1767, 4.6207], [3.5960, -0.9213, -0.5539], [-2.4476, 3.3021, -2.0619], [-1.3265, -3.1779, -0.7690], [4.8704, -0.7895, 0.7274], [2.5158, 0.6878, -4.3100], [-2.8337, 7.8264, 2.6419], [0.9328, -6.7194, 2.6766], [1.5474, -4.7217, 0.5094], [5.9856, -1.1388, -3.4567], [-7.0815, -1.8483, 0.0750], [-7.0401, 0.3313, 2.3369], [1.7938, -2.0021, 5.8119], [2.6760, 0.9882, 1.8001], [2.6652, -1.1491, -5.8149], [-2.7832, 4.9685, 5.1679], [0.1689, 3.1932, -4.1672], [0.3176, 5.6134, -1.3311], [-1.4422, -3.6251, -4.9238], [4.7195, 0.4095, -0.5030], [-0.1037, -1.7365, 5.6571], [-2.3469, 7.3946, 5.6781], [3.6149, -2.7568, -2.6523], [-0.7134, 4.6260, -0.2638], [2.6419, 5.7772, -1.0707], [-3.1384, -1.7065, -3.7809], [1.6852, -1.2838, 1.5148], [5.2895, -4.7288, -2.9794], [4.8450, -3.9832, 0.9880], [1.0449, 6.8662, 2.2682], [6.4857, 0.6974, -1.8436], [-7.4457, 1.2570, 0.8258], [-1.5435, 0.8194, 5.3784], [3.3521, 1.6113, -1.7382], [0.9721, 1.6590, 6.0585], [4.3736, 3.0051, -1.8816], [0.5310, 1.6759, -0.4368], [1.5060, -5.5746, -1.0029], [-5.2757, -0.1258, -2.4026], [4.2098, -5.1788, -0.1253], [-4.2281, 5.7737, 1.5004], [-2.2651, 8.8840, 4.7350], [-4.7280, 2.3061, 3.1612], [1.7992, 4.9326, 0.1570]], "mulliken_charge": [1.2539, -1.4583, 1.5284, 0.8557, 1.6253, -0.3820, -0.1395, -0.3880, -0.4891, 0.2631, 0.6892, -0.6129, 0.7499, 1.2032, 1.3609, 0.6834, -1.8101, 1.4776, -0.5740, 1.8559, -1.5280, -1.3675, -1.5177, -0.6779, -2.0112, -0.5861, 1.4676, -2.1318, -1.9340, -1.3437, 1.8969, -1.6471, -0.4791, -1.7403, -1.4791, -0.8849, 1.2731, -0.3927, 2.0772, -1.7891, 1.5526, 1.9227, -1.4768, -1.8074, -1.0341, -1.1479, -1.1049, -1.0949, -1.7115, 1.5984, -0.9547, -1.9245, 2.4689, -1.6486, -1.6653, 1.3873, -1.6989, -0.4039, -0.8810, -0.3378, -1.7927, -1.7249, -1.6434, -1.1264, 1.3663, -1.7517, -1.8151, -1.9170, -2.3530, -1.5150, -1.2219, 1.3295, -1.3691, -1.0694, -1.7788, 0.0058, 1.9546, -1.3651, -2.1464, 0.5642, 0.5037, 0.3381, 0.5258, 0.0362, 0.5304, 0.3960, 0.5380, 0.4367, 0.2465, 0.4770, 0.7165, 0.5222, 0.3620, -0.5897, 0.2917, 0.4517, 0.5374, 0.0671, 0.4018, 0.4424, -0.8087, 0.1943, 0.3893, 0.1179, 0.3184, 0.3243, 0.1573, 0.4047, 0.4576, -0.0567, 0.3352, -0.0548, 0.3663, 0.4245, 0.2647, 0.2854, 0.4308, -0.4641, 0.5891, 0.4907, 0.1040, 0.5786, 0.5572, 0.3502, 0.3609, 0.4445, 0.4584, 0.4000, 0.3298, 0.4941, 0.3881, 0.3678, 0.3412, 0.4927, 0.3594, 0.4233, -0.1039, 0.3209, 0.5301, 0.5347, 0.5701, 0.0189, 0.0758, 0.0679, 0.1128, 0.6050, -0.2077, -0.2438, 0.3617, 0.3420, 0.5644, 0.4873, 0.5043, 0.5034, 0.1969, 0.7232, 0.5126, 0.5210, 0.3780, 0.3974, 0.4620, 0.4654, -0.6219, -0.3458, 0.4199, -0.0787, 0.3491, 0.4646, -0.1577, 0.3228, 0.3847, -0.5329, 0.4114, 0.5406, 0.3891, 0.4195, -0.1119, 0.6395, 0.3661, 0.4084, 0.1418, -0.0146, 0.5659, 0.4018, -0.6588, 0.3318, 0.1853, 0.4507, 0.3562, 0.3316, -0.2002, -0.2055, 0.4989, 0.2842, -0.3215, 0.4923, 0.5094, 0.4420, 0.4228, 0.2980, 0.6779, 0.1886, 0.4524, 0.5365, -0.5807, 0.5151, 0.6756, 0.4091, 0.4524, 0.4634, 0.3766, 0.1406]}

{"formula": "C32H45BrN2P2Zr", "method": "the ωB97M-V functional and the def2-TZVPD basis", "multiplicity": 1, "e_above_lowest_kcal_mol": 3.62, "homo_energy_ev": [-19.4, -19.4], "total_charge": 4, "e_lumo_ev": [-15.083, -15.084], "species": ["Zr", "Br", "P", "P", "N", "N", "C", "C", "C", "C", "C", "C", "C", "C", "C", "C", "C", "C", "C", "C", "C", "C", "C", "C", "C", "C", "C", "C", "C", "C", "C", "C", "C", "C", "C", "C", "C", "C", "H", "H", "H", "H", "H", "H", "H", "H", "H", "H", "H", "H", "H", "H", "H", "H", "H", "H", "H", "H", "H", "H", "H", "H", "H", "H", "H", "H", "H", "H", "H", "H", "H", "H", "H", "H", "H", "H", "H", "H", "H", "H", "H", "H", "H"], "coordinates": [[-0.0661, 0.0035, -0.0127], [0.1490, 5.5545, -4.8137], [-0.5659, -2.3316, -0.5289], [1.8017, 0.6799, -1.3636], [-4.9615, -0.6909, 2.8587], [0.3781, 0.1727, 2.1140], [-1.2373, 3.1335, -4.1073], [-1.8920, 1.2062, 0.4550], [3.2074, -0.5633, -1.4259], [2.5994, 2.2373, -0.6734], [-0.2188, 4.3253, -2.2400], [-2.9530, 0.6533, 2.6635], [-0.8556, 0.0365, 6.8489], [0.3324, -0.1340, 7.5516], [-0.6524, 3.3223, -1.3713], [3.4018, 3.1666, -1.5921], [-4.0067, -0.1845, 0.6855], [0.3822, 0.0834, 4.7400], [-1.6601, 2.1360, -3.2209], [-3.9594, 0.0252, 3.4020], [-2.6117, -3.1900, 1.2612], [-0.3680, -2.7357, -2.3482], [0.3848, 0.1656, 3.2817], [-0.4969, 4.2157, -3.6136], [-2.2761, -3.0381, -0.2272], [-0.8290, 0.1358, 5.4582], [2.6457, 0.9767, -4.1865], [-2.9294, 0.5388, 1.2512], [-1.2235, -1.8459, -3.2550], [1.5049, 1.0822, -3.1676], [1.5450, -0.2077, 6.8578], [1.5728, -0.1015, 5.4575], [4.6554, -0.0917, -1.6091], [-1.7887, 1.0915, -0.9569], [-4.9687, -0.7666, 1.5155], [-1.3553, 2.1844, -1.8398], [1.9360, -3.6452, 0.0343], [0.4203, -3.7559, 0.1977], [-0.4253, 3.4121, -0.3047], [-2.2328, 1.2870, -3.6099], [2.5169, -0.1670, 4.9362], [2.4629, -0.3510, 7.4094], [4.9582, 0.5952, -0.7996], [1.7564, 2.7951, -0.2332], [3.7408, 4.0557, -1.0290], [-1.7686, 0.2473, 4.9724], [2.4492, -4.4937, 0.5210], [-2.4282, -2.2475, 1.8038], [-1.0208, -2.0501, -4.3214], [2.9219, -1.2788, -2.2202], [2.2365, -3.6366, -1.0275], [0.3374, 5.1870, -1.8605], [-1.0056, -0.7827, -3.0564], [2.7821, 3.5270, -2.4306], [3.4664, 1.6794, -3.9714], [3.1245, -1.1287, -0.4848], [0.6793, 0.4159, -3.4703], [4.8128, 0.4258, -2.5682], [2.2621, 1.2148, -5.1954], [-2.4388, 0.3611, -1.4516], [-3.9631, 0.1074, 4.4985], [-2.3635, -4.0089, -0.7542], [-4.1073, -0.2721, -0.4004], [-1.4944, 2.1141, 0.9256], [3.2127, 1.9011, 0.1844], [-2.9904, -2.3431, -0.7016], [3.0690, -0.0420, -4.2279], [1.0782, 2.0985, -3.1771], [4.2955, 2.6769, -2.0111], [5.3429, -0.9570, -1.5779], [-5.8028, -1.3267, 1.0687], [-2.3022, -2.0070, -3.0819], [-2.0072, -3.9839, 1.7337], [-2.1817, 1.2360, 3.1787], [0.0431, -4.6970, -0.2486], [-1.8015, 0.0865, 7.3779], [0.1673, -3.7926, 1.2726], [-0.5924, -3.8079, -2.5137], [0.7021, -2.5838, -2.5814], [-1.4699, 3.0661, -5.1737], [-3.6740, -3.4521, 1.4012], [0.3082, -0.2153, 8.6313], [2.3050, -2.7125, 0.4920]], "mulliken_charge": [-0.3856, 0.1094, 1.1996, 1.4875, -0.4064, -0.8893, -0.7277, -0.4774, -0.1382, -0.7124, -0.7814, -0.5178, -0.7197, -0.3800, -0.0144, -1.3158, -0.1107, 0.7702, -0.3549, -0.8013, -1.3620, -0.8244, 0.3534, -0.2586, -0.6685, 0.1806, -1.4277, 0.2310, -0.9631, 0.4349, -0.7260, -0.5742, -1.4739, -0.0638, -0.7631, 0.4006, -1.1124, -0.7146, 0.5452, 0.5147, 0.5024, 0.4462, 0.3498, 0.4683, 0.4501, 0.0416, 0.4600, 0.2790, 0.4597, 0.3595, 0.2935, 0.5714, -0.0802, 0.2376, 0.2895, 0.3187, 0.2569, 0.2941, 0.4344, 0.6755, 0.4462, 0.5955, 0.6600, 0.6139, 0.6826, 0.3803, 0.3545, -0.5315, 0.2771, 0.4364, 0.4396, 0.3287, 0.3653, 1.1305, 0.5604, 0.4439, 0.4913, 0.6272, 0.3996, 0.5278, 0.4057, 0.4557, 0.2393]}

{"formula": "CH4OS2", "method": "the ωB97M-V functional and the def2-TZVPD basis", "multiplicity": 3, "e_above_lowest_kcal_mol": 50.47, "homo_energy_ev": [-6.5, -8.8], "e_lumo_ev": [0.427, -1.470], "species": ["S", "S", "O", "C", "H", "H", "H", "H"], "coordinates": [[-2.1441, -0.2567, 0.2606], [1.2440, 0.5684, -0.3989], [-2.3566, 1.2867, -0.2162], [0.4920, -0.8566, -0.3495], [1.7868, 0.4047, 0.8908], [0.7008, -1.5624, 0.5480], [-0.0491, -1.2053, -1.2329], [-2.8770, 1.2269, -1.0977]], "mulliken_spin": [0.8615, 0.2931, 0.1387, 0.7284, -0.0006, -0.0113, -0.0040, -0.0059]}

Total energy (computed, eV): -109438.3650; -126751.8533; -24815.4832